10
Properties=species:S:1:pos:R:3 method="wB97M-V/def2-TZVPD" relative_energy_kcal_mol=37.5 e_homo_ha=-0.5652 charge=+1 lumo_energy_ev=-4.93 e_tot_ev=-7277.09758 spin_multiplicity=1 gap_ev=10.4508
C -2.302 0.338 0.024
C 2.018 0.474 -0.347
C 1.292 -0.555 0.109
O 2.668 1.372 -0.549
O -1.096 0.341 -0.057
H -2.742 0.766 0.825
H -2.798 -0.198 -0.855
H 1.717 -0.926 1.027
H 1.040 -1.458 -0.498
H 0.203 -0.153 0.322

***

8
Properties=species:S:1:pos:R:3 method="wB97M-V/def2-TZVPD" relative_energy_kcal_mol=132.3 e_homo_ha=-0.3569 charge=0 lumo_energy_ev=0.34 e_tot_ev=-8711.22865 spin_multiplicity=1 gap_ev=10.0488
C 0.164 0.469 -1.383
N 0.032 -0.402 -0.422
O 0.056 -1.611 -0.343
O -0.092 0.537 0.965
O 0.115 -0.248 2.137
H -0.075 1.491 -1.249
H 0.460 0.117 -2.391
H -0.660 -0.353 2.685

***

93
Properties=species:S:1:pos:R:3 method="wB97M-V/def2-TZVPD" relative_energy_kcal_mol=0.0 e_homo_ha=-0.4307 charge=+1 lumo_energy_ev=-3.72 e_tot_ev=-74724.16717 spin_multiplicity=1 gap_ev=7.9961
C -4.395 -6.707 -0.676
C -3.875 -5.900 -1.811
O -4.225 -5.910 -2.942
O -2.808 -5.005 -1.451
C -3.054 -3.710 -1.720
O -4.015 -3.114 -1.352
C -1.983 -3.092 -2.603
N -2.595 -1.991 -3.411
C -2.207 -0.587 -2.964
C -2.089 -0.405 -1.457
C -2.535 0.979 -0.994
N -3.975 1.229 -1.152
C -2.243 -2.152 -4.859
C -3.072 -3.254 -5.496
O -2.626 -4.072 -6.231
O -4.351 -3.158 -5.089
H -5.374 -6.306 -0.413
H -4.538 -7.730 -1.018
H -3.737 -6.685 0.186
H -1.616 -3.876 -3.262
H -1.142 -2.699 -2.035
H -3.615 -2.080 -3.352
H -2.989 0.060 -3.368
H -1.289 -0.326 -3.483
H -2.656 -1.154 -0.900
H -1.048 -0.514 -1.154
H -2.267 1.059 0.061
H -1.959 1.743 -1.518
H -4.454 0.428 -1.547
H -4.141 1.996 -1.790
H -1.188 -2.384 -4.954
H -2.452 -1.204 -5.355
H -4.925 -3.641 -5.702
C 1.617 -2.269 3.311
C 0.616 -1.715 2.632
C 0.873 -0.895 1.424
O -0.047 -0.390 0.805
C 2.278 -0.711 0.993
C 3.280 -1.266 1.669
C 3.028 -2.087 2.882
O 3.945 -2.588 3.495
H 1.460 -2.868 4.199
H -0.421 -1.817 2.925
H 2.439 -0.101 0.112
H 4.316 -1.134 1.383
C 1.802 3.747 -1.972
C 0.612 3.320 -2.390
C 0.477 2.201 -3.343
O -0.625 1.801 -3.685
C 1.716 1.569 -3.848
C 2.912 1.992 -3.448
C 3.051 3.113 -2.473
O 4.142 3.481 -2.108
H 1.899 4.547 -1.245
H -0.316 3.762 -2.047
H 1.592 0.757 -4.554
H 3.836 1.551 -3.800
C -4.148 2.822 5.335
C -3.167 1.925 5.276
C -2.904 1.146 4.042
O -2.007 0.329 3.996
C -3.782 1.398 2.870
C -4.756 2.302 2.924
C -5.015 3.088 4.160
O -5.907 3.906 4.202
H -4.360 3.397 6.226
H -2.520 1.715 6.118
H -3.597 0.810 1.978
H -5.410 2.501 2.084
C 7.315 -1.571 2.084
C 8.222 -2.537 2.198
C 9.081 -2.927 1.050
O 9.903 -3.809 1.149
C 8.891 -2.193 -0.230
C 7.983 -1.228 -0.342
C 7.125 -0.843 0.805
O 6.292 0.036 0.698
H 6.674 -1.275 2.905
H 8.378 -3.085 3.118
H 9.531 -2.493 -1.049
H 7.825 -0.677 -1.261
C 0.013 4.728 1.467
C -0.820 4.638 2.499
C -0.454 5.191 3.830
O -1.216 5.110 4.767
C 0.875 5.841 3.962
C 1.707 5.930 2.928
C 1.339 5.383 1.601
O 2.094 5.465 0.652
H -0.231 4.333 0.489
H -1.794 4.169 2.428
H 1.116 6.235 4.941
H 2.680 6.401 2.997

***

188
Properties=species:S:1:pos:R:3 method="wB97M-V/def2-TZVPD" relative_energy_kcal_mol=272.3 e_homo_ha=-0.3075 charge=0 lumo_energy_ev=-2.22 e_tot_ev=-142223.91930 spin_multiplicity=1 gap_ev=6.1501
Zn -3.901 -2.367 -0.306
C -2.589 -2.739 3.223
C -4.067 -2.916 2.932
O -4.569 -2.625 1.673
H -1.938 -3.237 2.504
H -2.203 -3.113 4.171
H -2.199 -1.721 3.237
H -4.587 -2.307 3.671
H -4.371 -3.905 3.274
C -0.527 -0.167 -1.285
C -0.653 -1.338 -0.222
C 0.010 -0.869 1.115
O -2.028 -1.657 -0.291
H -0.934 -0.227 -2.294
H 0.541 -0.206 -1.498
H -0.748 0.804 -0.842
H -0.181 -2.271 -0.528
H -0.420 0.041 1.534
H 1.087 -0.716 1.041
H -0.108 -1.631 1.886
C -9.481 -2.488 -9.903
O -8.403 -2.717 -8.962
C -8.275 -4.056 -8.734
C -7.320 -4.533 -7.560
N -6.117 -3.736 -7.607
C -5.151 -3.871 -6.540
C -3.993 -2.770 -6.556
O -3.548 -2.639 -5.291
C -2.953 -1.336 -5.090
H -9.460 -1.427 -10.155
H -10.441 -2.833 -9.519
H -9.199 -3.025 -10.808
H -7.746 -4.481 -9.587
H -9.165 -4.685 -8.768
H -7.182 -5.606 -7.430
H -7.821 -4.127 -6.681
H -6.437 -2.800 -7.402
H -4.646 -4.835 -6.595
H -5.580 -3.782 -5.542
H -4.579 -1.900 -6.851
H -3.222 -3.001 -7.292
H -3.628 -0.492 -5.227
H -2.168 -1.204 -5.835
H -2.431 -1.346 -4.132
C -2.005 4.916 10.126
O -1.047 4.455 9.188
C -1.159 4.988 7.891
C -2.007 4.061 6.930
N -1.558 2.656 6.897
C -0.339 2.533 6.115
C 0.122 1.017 5.966
O 1.307 0.894 5.311
C 1.294 0.084 4.153
H -1.861 4.509 11.127
H -2.966 4.527 9.789
H -2.186 5.987 10.026
H -0.184 5.248 7.480
H -1.722 5.921 7.929
H -1.998 4.482 5.924
H -3.048 4.009 7.248
H -1.267 2.374 7.822
H 0.395 3.064 6.720
H -0.267 2.961 5.115
H -0.770 0.472 5.658
H 0.491 0.956 6.989
H 0.499 0.412 3.484
H 1.290 -1.006 4.193
H 2.250 0.369 3.713
C 7.438 1.669 0.813
O 6.309 2.516 0.820
C 5.246 2.031 1.586
C 4.786 0.597 1.108
N 5.164 -0.447 1.971
C 4.750 -1.716 1.295
C 5.702 -2.160 0.172
O 4.913 -1.956 -0.928
C 5.231 -2.556 -2.194
H 7.344 1.104 -0.114
H 7.419 0.907 1.592
H 8.366 2.240 0.832
H 4.542 2.813 1.304
H 5.360 2.244 2.649
H 5.094 0.633 0.063
H 3.717 0.622 0.895
H 4.922 -0.254 2.933
H 3.702 -1.808 1.011
H 4.826 -2.471 2.078
H 5.853 -3.239 0.129
H 6.735 -1.813 0.163
H 4.729 -2.153 -3.074
H 5.176 -3.644 -2.212
H 6.290 -2.340 -2.332
C 1.127 4.699 -2.316
O 0.773 5.020 -0.948
C 0.144 3.954 -0.313
C 0.184 4.294 1.155
N -0.717 5.336 1.299
C -1.012 5.678 2.668
C -0.241 6.932 3.231
O -0.126 6.958 4.610
C -1.353 7.425 5.277
H 1.008 5.665 -2.807
H 0.574 4.025 -2.969
H 2.195 4.593 -2.505
H 0.585 3.005 -0.619
H -0.887 3.962 -0.666
H 1.167 4.655 1.457
H -0.067 3.510 1.869
H -0.319 6.138 0.833
H -0.833 4.868 3.375
H -2.059 5.904 2.869
H -0.537 7.864 2.748
H 0.745 6.914 2.768
H -1.261 7.654 6.338
H -2.109 6.641 5.227
H -1.676 8.399 4.908
C 1.409 -3.847 1.061
O 2.594 -4.504 1.513
C 3.387 -5.113 0.468
C 2.574 -6.343 -0.032
N 3.066 -6.909 -1.283
C 2.775 -6.040 -2.451
C 3.066 -6.840 -3.752
O 3.033 -5.863 -4.787
C 4.271 -5.211 -5.059
H 1.709 -3.064 0.364
H 0.944 -3.391 1.936
H 0.598 -4.503 0.746
H 4.262 -5.440 1.029
H 3.636 -4.455 -0.365
H 1.564 -6.011 -0.270
H 2.513 -7.156 0.691
H 4.070 -6.913 -1.395
H 3.483 -5.217 -2.546
H 1.753 -5.663 -2.496
H 2.353 -7.655 -3.876
H 4.063 -7.277 -3.706
H 4.224 -4.484 -5.871
H 4.942 -5.957 -5.484
H 4.749 -4.958 -4.113
C -4.074 2.365 -1.008
O -3.983 1.908 0.280
C -2.760 2.110 0.898
C -3.053 2.108 2.374
N -3.340 0.691 2.764
C -3.575 0.621 4.285
C -4.946 1.008 4.841
O -5.971 0.190 4.337
C -7.190 0.638 4.859
H -4.771 1.710 -1.532
H -3.058 2.320 -1.400
H -4.407 3.399 -1.097
H -2.324 3.060 0.589
H -1.936 1.432 0.676
H -3.883 2.800 2.521
H -2.233 2.494 2.979
H -2.481 0.168 2.674
H -2.823 1.229 4.787
H -3.323 -0.369 4.664
H -5.194 2.058 4.685
H -4.874 0.913 5.924
H -7.253 1.709 4.666
H -7.402 0.397 5.900
H -7.974 0.090 4.338
C 0.869 -2.155 -4.142
O 1.838 -1.296 -3.539
C 1.927 -0.049 -4.238
C 2.794 0.858 -3.501
N 4.108 0.362 -3.134
C 4.979 1.578 -2.886
C 6.442 1.104 -2.938
O 7.359 2.178 -3.140
C 8.599 1.655 -3.162
H -0.097 -1.747 -4.441
H 0.765 -2.879 -3.335
H 1.256 -2.502 -5.100
H 0.993 0.478 -4.432
H 2.250 -0.218 -5.265
H 2.294 1.029 -2.548
H 2.847 1.787 -4.069
H 4.145 -0.376 -2.446
H 4.793 2.030 -1.912
H 4.794 2.453 -3.509
H 6.516 0.299 -3.669
H 6.524 0.489 -2.042
H 8.941 1.198 -2.233
H 9.311 2.464 -3.329
H 8.696 1.080 -4.083

***

71
Properties=species:S:1:pos:R:3 method="wB97M-V/def2-TZVPD" relative_energy_kcal_mol=0.0 e_homo_ha="-0.1852 / -0.2728" charge=0 lumo_energy_ev="-0.48 / -1.60" e_tot_ev=-298680.01594 spin_multiplicity=6 gap_ev="4.5567 / 5.8265"
Fe -17.424 9.266 -4.836
Br -22.205 7.487 -7.210
C -21.379 9.209 -7.296
C -21.798 10.289 -8.010
C -21.135 11.522 -8.102
Br -22.002 12.693 -9.258
C -19.912 11.711 -7.392
C -19.025 12.804 -7.497
C -17.793 12.827 -6.820
C -17.345 11.659 -6.258
N -18.234 10.656 -5.929
C -19.493 10.659 -6.490
C -20.318 9.407 -6.343
O -20.193 8.488 -5.491
H -22.687 10.175 -8.600
H -19.341 13.713 -7.992
H -17.194 13.732 -6.744
H -16.316 11.463 -6.004
C -18.457 8.109 -1.906
C -17.241 7.277 -2.308
P -16.995 7.181 -4.166
C -15.548 6.116 -4.077
C -14.595 6.215 -3.048
C -13.816 5.125 -2.634
C -13.873 3.939 -3.368
C -14.718 3.852 -4.455
C -15.477 4.940 -4.833
C -18.335 6.045 -4.632
C -18.726 5.935 -5.958
C -19.773 5.097 -6.321
C -20.513 4.435 -5.357
C -20.021 4.419 -4.056
C -18.896 5.163 -3.698
P -18.464 9.704 -2.767
C -20.070 10.236 -2.209
C -21.138 10.406 -3.082
C -22.457 10.630 -2.612
C -22.696 10.708 -1.243
C -21.627 10.645 -0.355
C -20.322 10.410 -0.821
C -17.228 10.756 -1.916
C -17.645 12.020 -1.535
C -16.727 12.925 -0.996
C -15.358 12.607 -1.048
C -14.957 11.357 -1.486
C -15.870 10.444 -1.961
H -18.583 8.224 -0.826
H -19.386 7.634 -2.280
H -17.254 6.285 -1.855
H -16.350 7.779 -1.843
H -14.437 7.171 -2.548
H -13.239 5.153 -1.714
H -13.280 3.087 -3.058
H -14.776 2.934 -5.009
H -16.136 4.815 -5.723
H -18.156 6.499 -6.724
H -20.054 5.011 -7.384
H -21.411 3.870 -5.640
H -20.506 3.784 -3.326
H -18.650 5.155 -2.623
H -21.013 10.274 -4.123
H -23.251 10.805 -3.310
H -23.716 10.751 -0.877
H -21.810 10.815 0.690
H -19.517 10.417 -0.086
H -18.711 12.340 -1.685
H -17.043 13.865 -0.583
H -14.601 13.268 -0.746
H -13.910 11.025 -1.477
H -15.570 9.502 -2.435
Se -15.570 8.510 -6.012

***

33
Properties=species:S:1:pos:R:3 method="wB97M-V/def2-TZVPD" relative_energy_kcal_mol=18.2 e_homo_ha=-0.2770 charge=0 lumo_energy_ev=0.69 e_tot_ev=-13804.01512 spin_multiplicity=1 gap_ev=8.2297
C 2.607 0.952 3.974
C 1.577 0.197 3.171
C 1.221 0.615 1.937
C 0.240 -0.140 1.159
C -0.091 -0.078 -0.190
C 0.428 0.983 -1.111
C 1.767 1.684 -1.007
C -0.203 1.240 -2.341
C -1.359 0.399 -2.870
C -1.232 -1.003 -2.296
C -1.200 -1.004 -0.725
C -2.600 -0.533 -0.217
C -1.038 -2.466 -0.273
H 3.106 1.690 3.331
H 2.153 1.448 4.823
H 3.379 0.267 4.310
H 1.151 -0.782 3.536
H 1.686 1.521 1.550
H -0.246 -0.897 1.769
H 1.661 2.538 -0.319
H 2.453 0.991 -0.586
H 2.130 2.039 -1.954
H 0.219 1.949 -3.045
H -2.329 0.846 -2.667
H -1.289 0.317 -3.939
H -2.042 -1.619 -2.669
H -0.294 -1.427 -2.647
H -2.764 -0.764 0.833
H -3.405 -1.009 -0.771
H -2.679 0.565 -0.286
H -0.054 -2.844 -0.607
H -1.811 -3.093 -0.717
H -1.143 -2.583 0.846

***

21
Properties=species:S:1:pos:R:3 method="wB97M-V/def2-TZVPD" relative_energy_kcal_mol=1.2 e_homo_ha=-0.3116 charge=0 lumo_energy_ev=0.99 e_tot_ev=-12244.81916 spin_multiplicity=1 gap_ev=9.4733
H 2.194 -0.124 -0.835
N 1.393 -0.543 -1.306
C 0.584 -1.127 -0.517
C -0.625 -1.810 -1.070
N 0.758 -1.210 0.836
N -0.351 -1.517 1.649
H -0.593 -1.778 -2.154
H -0.647 -2.840 -0.725
H -1.525 -1.318 -0.705
H 1.426 -0.534 1.211
H -0.844 -0.659 1.909
H -0.024 -1.974 2.496
N -0.575 1.720 -1.349
C -1.086 1.612 -0.075
N -0.461 1.652 1.029
N 0.934 1.713 1.042
H -1.234 1.541 -2.088
H 0.310 1.246 -1.510
H -2.164 1.569 0.018
H 1.322 2.209 0.240
H 1.208 2.173 1.904